# 1
{"formula": "H4N3P", "method": "ωB97M-V/def2-TZVPD", "e_above_lowest_kj_mol": 422.9, "e_tot_ev": -13817.8547, "lumo_ev": 0.736, "homo_lumo_gap_ev": 9.3, "elements": ["N", "H", "P", "H", "H", "N", "N", "H"], "xyz": [[1.670, -0.574, -0.167], [-1.295, 1.606, -0.204], [-0.993, 0.183, -0.068], [-1.498, -0.236, -1.301], [1.863, 1.163, 1.122], [1.823, 0.735, 0.172], [0.687, 0.277, -0.585], [1.203, -1.336, 0.771]]}

***

# 2
{"formula": "H4N3P", "method": "ωB97M-V/def2-TZVPD", "e_above_lowest_kj_mol": 340.9, "e_tot_ev": -13818.7041, "smiles": "Pn1[nH][nH]1", "lumo_ev": 0.983, "homo_lumo_gap_ev": 10.0, "elements": ["H", "N", "H", "P", "N", "H", "N", "H"], "xyz": [[-0.028, -1.733, 0.534], [-0.204, 0.399, 0.504], [1.887, -0.327, 0.509], [-0.204, 0.557, -1.234], [0.972, -0.131, 1.086], [-0.626, 1.831, -1.152], [-0.233, -0.909, 1.083], [-1.564, 0.313, -1.330]]}

***

# 3
{"formula": "H4N4O", "method": "ωB97M-V/def2-TZVPD", "e_above_lowest_kj_mol": 260.8, "e_tot_ev": -8066.1779, "lumo_ev": [0.613, -0.197], "homo_lumo_gap_ev": [8.9, 7.6], "elements": ["O", "H", "H", "N", "N", "N", "H", "H", "N"], "xyz": [[-2.316, -0.698, -0.040], [1.886, 0.457, -0.498], [-0.123, -0.782, 1.091], [1.313, 0.200, 0.297], [-1.122, 1.239, 0.275], [-1.427, 0.092, 0.169], [-1.896, 2.004, 0.075], [0.196, -1.329, -0.602], [0.476, -0.813, 0.249]]}

***

# 4
{"formula": "H4N4O", "method": "ωB97M-V/def2-TZVPD", "e_above_lowest_kj_mol": 47.9, "e_tot_ev": -8068.3845, "smiles": "NNNN=O", "lumo_ev": 0.530, "homo_lumo_gap_ev": 10.1, "elements": ["N", "N", "O", "H", "H", "N", "H", "H", "N"], "xyz": [[-0.513, 0.756, -0.175], [-1.504, 0.029, 0.482], [-2.145, 0.645, 1.262], [1.850, -0.334, 0.449], [-0.027, 1.639, 0.201], [1.231, -0.872, -0.118], [0.673, -1.325, 0.579], [-0.030, -0.543, -1.763], [0.465, 0.005, -0.917]]}

***

# 5
{"formula": "H4N4O2", "method": "ωB97M-V/def2-TZVPD", "spin_multiplicity": 3, "e_above_lowest_kj_mol": 157.6, "e_tot_ev": -10112.1233, "lumo_ev": [0.823, -0.114], "homo_lumo_gap_ev": [7.8, 9.6], "elements": ["N", "N", "N", "N", "H", "O", "O", "H", "H", "H"], "xyz": [[0.499, 0.853, -0.364], [-1.913, -0.206, 0.352], [0.843, 0.348, 0.810], [-1.946, -0.659, -0.754], [-1.103, -0.901, -1.292], [2.071, -0.032, 1.350], [1.402, 0.866, -1.192], [0.068, 0.022, 1.345], [-2.835, -0.636, -1.276], [2.914, 0.344, 1.020]]}

***

# 6
{"formula": "H4N5", "method": "ωB97M-V/def2-TZVPD", "e_above_lowest_kj_mol": 390.7, "e_tot_ev": -7503.2328, "smiles": "N#[N+]N(N)N", "lumo_ev": -5.591, "total_charge": 1, "homo_lumo_gap_ev": 10.4, "elements": ["N", "N", "N", "H", "H", "H", "H", "N", "N"], "xyz": [[-0.164, 0.219, 1.324], [-0.092, 0.234, -0.087], [0.998, -0.355, -0.687], [0.262, 1.038, 1.823], [0.904, -1.428, -0.748], [-0.005, -0.625, 1.650], [1.499, 0.039, -1.518], [-1.229, 0.315, -0.614], [-2.172, 0.562, -1.143]]}